The following is a DFT calculation (ωB97M-V/def2-TZVPD) of a structure of composition C30H19BF4N5O4SV.

Each line ends with the Mulliken charge.
Positions of all 65 atoms, in Å:
V: 0.360 0.112 -0.285  0.28
O: 2.309 0.046 -0.045  -0.51
C: 3.091 0.984 0.083  -0.60
C: 2.764 2.385 0.136  1.39
C: 3.828 3.276 0.293  -0.42
C: 3.609 4.627 0.378  -0.52
C: 2.300 5.150 0.307  -0.44
C: 1.246 4.306 0.156  -0.78
C: 1.413 2.883 0.060  0.00
O: 0.397 2.140 -0.063  -0.57
N: 4.729 5.521 0.549  1.01
O: 5.854 5.048 0.599  -0.65
O: 4.501 6.721 0.608  -0.67
H: 4.159 0.738 0.173  0.21
H: 4.842 2.902 0.352  0.53
H: 2.159 6.220 0.370  0.48
H: 0.234 4.682 0.090  0.46
N: -0.748 -3.563 1.762  0.04
C: -0.850 -4.887 1.265  0.43
C: -0.810 -5.870 2.254  -0.91
C: -0.992 -7.209 1.958  -0.73
C: -1.203 -7.585 0.642  -0.56
C: -1.221 -6.616 -0.346  -0.55
C: -1.064 -5.258 -0.070  0.68
S: -1.145 -4.107 -1.391  -0.50
N: 0.146 -2.022 0.158  0.12
C: -0.302 -2.337 1.300  -0.30
C: -0.392 -1.243 2.328  1.14
C: -0.767 -1.405 3.662  -0.72
C: -0.734 -0.323 4.523  -0.79
C: -0.344 0.915 4.038  -0.84
C: -0.017 1.013 2.699  -0.25
N: -0.033 -0.032 1.870  0.56
H: -0.929 -3.563 2.749  -0.07
H: -0.629 -5.568 3.281  0.31
H: -0.961 -7.948 2.748  0.34
H: -1.339 -8.627 0.382  0.36
H: -1.367 -6.895 -1.381  0.38
H: -1.093 -2.356 4.060  0.37
H: -1.015 -0.449 5.560  0.41
H: -0.304 1.788 4.674  0.47
H: 0.255 1.958 2.248  0.41
F: 2.330 0.612 -5.417  -0.38
C: 1.247 0.487 -4.607  0.35
C: 1.416 0.398 -3.245  -0.75
C: 0.309 0.267 -2.400  0.72
C: -0.976 0.243 -2.988  0.17
C: -1.085 0.327 -4.375  0.77
F: -2.300 0.296 -4.999  -0.37
C: 0.003 0.452 -5.210  -0.92
C: -2.121 0.146 -2.064  0.19
C: -3.467 0.077 -2.449  -1.45
C: -4.458 0.018 -1.492  -0.28
C: -4.111 0.032 -0.149  -1.13
C: -2.768 0.090 0.160  -0.14
N: -1.799 0.139 -0.752  0.76
H: 2.426 0.403 -2.850  0.43
H: -0.118 0.512 -6.281  0.49
H: -3.725 0.063 -3.493  0.56
H: -5.496 -0.040 -1.794  0.41
H: -4.852 -0.010 0.637  0.44
H: -2.448 0.094 1.195  0.37
F: 0.935 -2.608 -2.066  -0.29
B: 0.470 -3.118 -0.862  0.36
F: 1.343 -4.080 -0.322  -0.31

Output
Spin multiplicity   4
Total charge   -1
LUMO energy (alpha / beta)   1.9 / 1.9 eV
Energy relative to the best compared isomer or geometry (same formula, charge and spin)   0.0000 eV
F_max   1.40 eV/A